Run w
11
Properties=species:S:1:pos:R:3 method="wB97M-V/def2-TZVPD" s_squared=3.767 total_charge=+2 multiplicity=4
C 1.606 0.619 -0.579
C 1.205 0.574 0.755
O -0.010 -0.104 0.941
C -0.734 -0.074 2.048
O -1.876 -0.608 1.593
Pr -1.850 -0.714 -0.696
H 2.230 1.469 -0.864
H 1.985 -0.336 -0.973
H -2.536 -0.777 2.280
O -0.219 0.168 -1.866
H 0.198 -0.218 -2.639

***

Run x
11
Properties=species:S:1:pos:R:3 method="wB97M-V/def2-TZVPD" s_squared=3.759 total_charge=+2 multiplicity=4
O 2.664 -0.537 -0.226
C 3.658 -1.039 -0.442
O -1.366 1.953 0.463
C -2.476 1.258 0.710
C -2.527 -0.167 0.076
O -1.292 -0.698 0.597
Pr 0.497 0.799 0.336
H -1.515 -1.196 1.485
H -3.370 -0.731 0.497
H -3.270 1.714 1.312
H -2.655 -0.204 -1.020

***

Which of them is the most stable, and which is the least stable? run x and run w, in that order.

***

Run w
11
Properties=species:S:1:pos:R:3 method="wB97M-V/def2-TZVPD" total_charge=-1 multiplicity=1
C 0.814 -0.463 -1.152
C 0.518 -0.996 0.224
S 0.373 0.232 1.607
H 1.682 0.182 -1.113
H -0.100 0.048 -1.407
H 1.089 -1.260 -1.877
H 1.443 -1.581 0.434
H -0.308 -1.704 0.261
H -1.941 2.149 0.304
H -1.326 1.652 1.595
O -2.245 1.744 1.125

***

Run x
11
Properties=species:S:1:pos:R:3 method="wB97M-V/def2-TZVPD" total_charge=-1 multiplicity=1
S 0.686 0.263 -1.995
H -0.509 -0.253 -2.452
C -0.900 -0.420 1.235
O -0.955 1.002 1.232
C 0.440 -0.984 1.620
H -1.754 -0.710 1.862
H -0.966 -0.723 0.177
H -0.575 1.272 0.381
H 1.043 -0.382 2.310
H 0.411 -2.056 1.838
H 1.075 -0.932 0.723

***

Run y
11
Properties=species:S:1:pos:R:3 method="wB97M-V/def2-TZVPD" total_charge=-1 multiplicity=1
O -1.086 2.960 1.222
H -0.442 2.752 1.912
C 0.515 -0.008 -1.705
S 0.932 -0.314 -0.087
C 0.060 -1.838 0.585
H -0.454 0.397 -1.962
H 1.229 -0.274 -2.478
H -0.635 2.741 0.397
H -0.911 -1.647 1.014
H 0.776 -2.198 1.328
H 0.015 -2.570 -0.227

***

Run z
11
Properties=species:S:1:pos:R:3 method="wB97M-V/def2-TZVPD" total_charge=-1 multiplicity=1
O -1.703 -2.166 -0.172
H -2.032 -1.283 0.045
C 1.580 -0.272 -0.723
S 0.070 0.440 -0.897
C -0.275 1.445 0.713
H 1.659 -1.293 -0.370
H 2.505 0.215 -0.996
H -0.875 -1.899 -0.608
H 0.701 1.724 1.066
H -0.842 2.370 0.590
H -0.787 0.720 1.351

***

Which of them is the most stable, and which is the least stable? run x and run y, in that order.